Record 1
This record from the Open Molecules 2025 dataset describes a structure of composition C3H6NOP. The level of theory is the ωB97M-V functional and the def2-TZVPD basis.

Output
total energy = -16028.390 eV
E_LUMO (spin up / spin down) = -1.384 / -0.562 eV
charge = 0
2S+1 = 1
orbital gap (spin up / spin down) = 7.68 / 7.94 eV
F_max = 0.1907 Eh/bohr
relative energy (zero: lowest compared OMol25 entry of this formula, charge and spin) = 134.1 kcal/mol

Last column: natural (NBO) charge in e.
CARTESIAN COORDINATES (ANGSTROEM)
C: -0.829 0.010 0.189  -0.477
C: -0.183 -1.385 -0.529  -0.264
C: 0.009 1.257 0.462  -0.708
N: 1.128 -0.917 -0.691  -0.589
O: 1.994 0.437 0.695  -0.919
P: 1.321 0.666 -0.534  1.527
H: -1.639 0.542 -0.443  0.228
H: -1.348 -0.274 1.087  0.230
H: -0.113 -2.228 0.060  0.218
H: -0.394 -1.691 -1.662  0.244
H: -0.346 2.210 -0.096  0.237
H: 0.399 1.372 1.460  0.272

Record 2
This record from the Open Molecules 2025 dataset describes a cluster of 2 separate species, C3H6NPS in total. The level of theory is the ωB97M-V functional and the def2-TZVPD basis.

Output
total energy = -24820.586 eV
E_LUMO = 0.748 eV
charge = 0
2S+1 = 1
orbital gap = 10.31 eV
F_max = 0.0667 Eh/bohr
structure (SMILES) = c1cscn1.P
relative energy (zero: lowest compared OMol25 entry of this formula, charge and spin) = 31.6 kcal/mol

Last column: natural (NBO) charge in e.
CARTESIAN COORDINATES (ANGSTROEM)
C: 1.273 0.457 -1.313  -0.055
C: 2.001 -0.656 -1.118  -0.487
C: 1.472 0.501 0.863  -0.162
N: 0.937 1.095 -0.131  -0.417
P: -3.799 -0.151 0.708  0.044
S: 2.383 -0.887 0.490  0.445
H: 0.719 0.722 -2.173  0.214
H: 2.748 -1.066 -1.785  0.244
H: -3.125 0.406 1.754  -0.015
H: 1.405 0.893 1.872  0.217
H: -2.657 0.015 -0.192  0.003
H: -3.359 -1.328 1.026  -0.033

Record 3
This record from the Open Molecules 2025 dataset describes a structure of composition C3H6NiO. The level of theory is the ωB97M-V functional and the def2-TZVPD basis.

Output
total energy = -46286.466 eV
E_LUMO (spin up / spin down) = -5.756 / -6.849 eV
charge = +1
2S+1 = 4
orbital gap (spin up / spin down) = 7.28 / 8.82 eV
F_max = 0.0436 Eh/bohr
relative energy (zero: lowest compared OMol25 entry of this formula, charge and spin) = 4.3 kcal/mol

Last column: Mulliken spin population.
CARTESIAN COORDINATES (ANGSTROEM)
C: 1.731 -0.714 -0.869  1.145
C: 0.329 -1.144 -0.593  -0.065
O: -0.336 0.109 -0.243  0.029
C: -1.295 0.019 0.793  0.013
Ni: 1.088 1.181 -0.985  1.743
H: -0.695 -0.503 1.629  0.004
H: 0.302 -1.861 0.251  0.046
H: -0.270 -1.662 -1.364  0.047
H: -1.659 1.016 1.077  0.001
H: -2.129 -0.617 0.466  0.006
H: 2.419 -1.512 -1.161  0.032

Record 4
This record from the Open Molecules 2025 dataset describes an isolated molecule of C3H6O. The level of theory is the ωB97M-V functional and the def2-TZVPD basis.

Output
total energy = -5253.111 eV
E_LUMO = 1.201 eV
charge = 0
2S+1 = 1
orbital gap = 10.87 eV
F_max = 0.1095 Eh/bohr
structure (SMILES) = C[C@H]1CO1
relative energy (zero: lowest compared OMol25 entry of this formula, charge and spin) = 59.6 kcal/mol

Last column: natural (NBO) charge in e.
CARTESIAN COORDINATES (ANGSTROEM)
C: 0.483 0.988 -0.762  -0.137
C: 0.025 0.546 0.490  0.093
C: -0.352 -1.225 0.396  -0.638
O: -0.752 1.456 -0.158  -0.481
H: 1.212 1.721 -0.939  0.193
H: 0.252 0.218 -1.483  0.181
H: 0.300 0.816 1.485  0.179
H: -1.243 -1.360 0.943  0.208
H: 0.529 -1.795 0.738  0.208
H: -0.453 -1.367 -0.711  0.194